No. 1
The following is a DFT calculation (wB97M-V/def2-TZVPD) of 5 unconnected molecules or ions with the total composition C19H34FNO12P.

XYZ file:
```
68
Properties=species:S:1:pos:R:3:forces:R:3
C 8.527 -2.865 6.733 0.141 0.380 0.633
C 7.314 -1.947 6.827 0.069 0.519 0.400
C 7.611 -0.526 6.355 -0.155 -0.264 -0.933
N 6.198 -2.350 7.219 -0.226 -1.226 -0.663
P 4.562 -1.992 6.254 0.069 1.046 0.129
F 4.606 -3.617 5.745 0.071 -0.096 0.015
H 8.339 -3.778 7.293 -0.022 -0.083 -0.139
H 9.436 -2.381 7.114 0.058 -0.059 -0.041
H 8.689 -3.079 5.673 -0.012 -0.137 0.013
H 6.706 0.077 6.360 0.033 0.064 0.199
H 7.978 -0.547 5.319 0.083 0.072 0.033
H 8.402 -0.077 6.960 -0.083 0.022 0.117
H 5.393 -1.682 5.111 0.149 0.011 0.078
H 3.399 -1.737 5.449 -0.129 -0.200 0.092
H 3.808 -2.394 7.393 0.121 -0.109 0.067
H 4.538 -0.595 6.685 0.017 0.011 -0.062
C 2.624 -0.238 1.192 0.350 -0.157 0.181
C 1.723 0.295 2.272 0.051 0.042 -0.096
C 2.153 1.598 2.911 0.031 0.046 -0.007
O 1.573 1.500 4.212 -0.009 -0.036 0.004
C 1.478 0.167 4.518 0.311 -0.089 -0.026
O 1.234 -0.262 5.591 -0.375 0.150 0.071
O 1.723 -0.575 3.412 -0.207 0.029 0.015
H 2.314 -1.238 0.899 -0.067 0.031 -0.041
H 2.591 0.414 0.318 -0.028 0.021 0.013
H 3.652 -0.302 1.554 -0.008 0.050 0.028
H 0.695 0.369 1.906 0.001 -0.002 -0.015
H 1.780 2.482 2.398 -0.091 0.018 0.093
H 3.239 1.662 3.019 0.014 -0.039 -0.068
C 1.523 -0.844 -4.789 0.122 -0.160 0.121
C 0.653 -0.271 -3.704 0.055 0.013 -0.118
C 1.121 1.036 -3.100 -0.030 0.035 -0.046
O 0.561 0.972 -1.785 0.103 0.006 0.054
C 0.429 -0.335 -1.455 -0.117 -0.018 0.010
O 0.155 -0.733 -0.370 -0.181 -0.020 -0.109
O 0.650 -1.119 -2.537 -0.101 0.063 -0.029
H 1.185 -1.843 -5.061 -0.052 0.027 -0.040
H 1.483 -0.210 -5.675 -0.010 0.011 0.002
H 2.558 -0.923 -4.454 0.003 0.041 0.003
H -0.382 -0.178 -4.046 -0.008 0.032 0.022
H 0.758 1.918 -3.620 -0.112 0.014 0.096
H 2.210 1.078 -3.012 0.012 -0.028 -0.057
C -3.797 -0.840 -0.129 0.243 0.001 -0.053
C -4.306 -0.162 -1.372 -0.011 -0.164 0.171
C -4.802 -1.076 -2.471 -0.085 -0.002 -0.008
O -4.565 -0.285 -3.649 0.062 -0.079 0.049
C -3.535 0.549 -3.375 0.033 -0.032 -0.005
O -2.965 1.206 -4.193 0.013 -0.041 -0.006
O -3.240 0.525 -2.065 0.018 0.143 -0.016
H -3.331 -0.116 0.538 -0.056 0.020 0.022
H -4.622 -1.319 0.399 -0.015 0.006 -0.007
H -3.045 -1.590 -0.374 -0.015 -0.011 -0.014
H -5.065 0.585 -1.123 -0.006 0.017 -0.050
H -5.856 -1.328 -2.395 -0.038 0.112 -0.115
H -4.207 -1.988 -2.547 0.015 -0.005 0.076
C -5.813 1.444 -6.069 0.081 -0.018 0.165
C -7.173 1.965 -5.698 0.128 0.023 -0.105
C -7.355 3.466 -5.774 -0.016 0.011 -0.012
O -8.383 3.693 -4.801 0.040 0.015 0.002
C -8.302 2.703 -3.878 0.011 -0.009 0.027
O -8.888 2.691 -2.845 0.007 0.007 -0.009
O -7.456 1.736 -4.301 -0.090 -0.030 -0.041
H -5.741 0.383 -5.840 -0.002 -0.018 -0.066
H -5.627 1.588 -7.134 -0.051 0.021 -0.009
H -5.031 1.950 -5.504 0.009 0.018 -0.024
H -7.954 1.459 -6.274 -0.031 0.014 0.022
H -7.675 3.825 -6.749 -0.128 0.015 0.044
H -6.456 4.001 -5.460 0.046 -0.043 -0.034
```
Forces are in eV/Å.

Its charge is -1. As for the energy: -58320.88474 eV. The calculation puts the HOMO energy at -2.7789 eV. As for the LUMO energy: 1.53 eV.


No. 2
The following is a DFT calculation (wB97M-V/def2-TZVPD) of a molecular structure, C19H34GaO.

XYZ file:
```
55
Properties=species:S:1:pos:R:3:forces:R:3
C 6.570 0.063 1.092 0.827 0.382 0.243
O 5.991 -0.863 0.102 -1.264 1.569 1.811
C 4.528 -1.043 0.328 -0.226 0.138 -0.144
C 3.792 -1.265 -1.145 -0.606 -0.204 0.296
C 2.787 -2.602 -1.121 0.165 0.572 -0.363
C 1.192 -2.146 -1.178 0.153 -0.135 0.337
C 0.191 -3.235 -0.401 0.033 0.841 -0.130
C -1.391 -3.068 -0.846 0.420 -0.088 -0.303
C -1.992 -1.544 -0.509 0.107 -0.032 -1.530
C -3.556 -1.566 -0.019 -0.071 -0.880 0.131
C -3.809 -1.076 1.525 0.632 -0.177 0.308
C -3.371 0.471 1.847 0.806 -0.894 0.934
Ga -4.797 1.895 1.319 0.546 0.091 0.365
C -4.193 2.982 -0.384 1.803 0.244 -1.128
C -2.532 2.807 -0.429 1.813 0.619 -0.127
C -1.688 3.707 0.650 3.053 -2.611 -2.485
C -0.052 3.564 0.711 -2.863 -2.439 -2.983
C 0.716 2.532 -0.324 -2.495 0.398 -0.137
C 2.365 2.407 -0.165 -1.443 -0.408 0.726
C -0.097 1.620 -1.461 -2.482 3.145 3.316
C -1.759 1.794 -1.490 2.420 1.753 2.432
H 5.998 1.085 1.179 0.825 -1.955 -0.416
H 6.602 -0.384 2.198 0.006 0.706 -2.403
H 7.671 0.314 0.706 -2.429 -0.722 0.983
H 4.075 -0.107 0.897 0.997 -1.771 -1.292
H 4.396 -1.957 1.057 0.109 1.563 -1.587
H 4.610 -1.346 -2.006 -1.677 0.121 2.103
H 3.076 -0.349 -1.409 1.819 -1.821 0.651
H 2.972 -3.231 -0.149 -0.294 1.169 -1.865
H 3.102 -3.237 -2.061 -0.920 0.987 1.930
H 1.106 -1.110 -0.610 0.065 -2.062 -1.298
H 0.873 -1.988 -2.311 0.565 -0.327 2.392
H 0.618 -4.317 -0.603 -1.037 2.083 0.495
H 0.248 -2.960 0.745 0.045 -0.822 -2.188
H -1.431 -3.296 -2.016 -0.050 0.636 2.417
H -2.078 -3.889 -0.348 1.539 1.616 -0.753
H -1.267 -0.918 0.180 -1.583 -1.415 -1.162
H -1.982 -0.986 -1.563 0.137 -1.079 2.396
H -3.902 -2.707 -0.065 0.591 2.373 -0.019
H -4.200 -0.988 -0.821 1.167 -0.938 1.876
H -4.942 -1.268 1.830 2.313 0.529 -0.794
H -3.168 -1.789 2.233 -1.236 1.169 -1.555
H -2.284 0.748 1.442 -2.251 -0.857 0.718
H -3.273 0.546 3.034 -0.201 -0.174 -2.383
H -6.281 1.317 1.168 -0.064 -0.219 -0.235
H -4.860 2.950 2.560 0.116 0.096 -0.118
H -4.711 2.544 -1.364 1.344 1.081 1.945
H -4.482 4.125 -0.220 0.795 -2.434 -0.558
H -2.188 4.461 1.395 0.815 -1.813 -1.718
H 0.539 4.189 1.508 -1.108 -1.431 -1.808
H 2.575 1.249 0.004 -0.148 2.598 -0.460
H 2.960 2.832 -1.079 -1.189 -0.892 1.743
H 2.652 2.991 0.831 -0.482 -1.261 -2.241
H 0.488 0.887 -2.185 -1.414 1.747 1.719
H -2.402 1.156 -2.262 1.509 1.632 1.920
```
Forces are in eV/Å.

Its charge is -1. As for the energy: -74664.11928 eV. The calculation puts the HOMO energy at -4.3272 eV. As for the LUMO energy: 2.53 eV.


No. 3
The following is a DFT calculation (wB97M-V/def2-TZVPD) of a gas-phase ion, C19H34IN2 (charge +1).

XYZ file:
```
56
Properties=species:S:1:pos:R:3:forces:R:3
C -3.226 -0.182 2.706 1.004 0.113 -0.066
C -2.005 0.078 3.283 -1.157 -0.130 0.406
N -0.734 -0.434 2.782 3.218 0.079 -1.988
C 0.435 0.311 2.459 3.586 0.952 -1.160
C 0.653 1.861 2.524 -1.818 -0.490 0.837
C -0.465 2.647 1.695 0.700 0.101 0.141
C -0.002 3.017 0.213 -1.200 -0.613 0.934
C -0.852 2.118 -0.773 0.410 0.429 -0.692
C -0.870 2.621 -2.277 -1.392 -0.451 0.211
C -1.059 1.369 -3.218 0.153 -0.276 -0.184
C 0.251 0.503 -3.495 0.181 0.611 -0.888
C 1.631 1.233 -3.241 0.522 -1.217 0.380
C 2.224 0.968 -1.770 0.962 -0.177 -0.972
C 3.558 0.082 -1.892 -1.331 -0.345 0.838
C 3.179 -1.462 -1.917 1.365 0.059 -0.314
C 1.529 -0.525 2.007 -4.828 0.766 1.644
N 0.914 -1.816 2.075 0.376 1.405 0.166
C -0.369 -1.749 2.494 -1.221 -0.427 0.660
C -1.368 -2.931 2.660 0.727 0.771 -0.783
C -2.201 -3.160 1.299 -0.212 -1.258 0.207
C -1.946 -4.608 0.671 0.015 0.168 0.332
I -1.749 -1.703 -0.267 -0.171 -0.302 0.201
H -4.128 -0.418 3.333 0.799 1.542 -0.580
H -3.339 -0.133 1.589 0.276 -1.334 1.181
H -1.923 0.761 4.175 0.124 -1.658 -0.395
H 0.508 2.156 3.609 0.404 -0.278 -1.070
H 1.700 2.137 2.220 -1.122 -0.510 0.261
H -0.738 3.555 2.305 0.260 -0.823 -0.796
H -1.383 2.006 1.619 0.782 0.639 0.227
H -0.235 4.104 0.053 0.370 -1.017 -0.100
H 1.103 2.836 0.154 -1.048 0.280 -0.333
H -1.930 2.078 -0.428 1.195 0.102 -0.250
H -0.490 1.048 -0.788 -0.169 1.109 0.330
H -1.812 3.243 -2.394 1.127 -0.507 0.085
H -0.022 3.299 -2.552 -0.560 -0.882 0.277
H -1.822 0.659 -2.766 0.645 0.995 -0.371
H -1.494 1.676 -4.212 0.503 -0.159 1.029
H 0.243 -0.483 -2.954 0.008 0.983 -0.323
H 0.230 0.244 -4.599 -0.044 0.147 1.244
H 1.646 2.320 -3.513 -0.268 -0.996 0.313
H 2.378 0.735 -3.934 -0.874 0.655 0.615
H 2.490 1.933 -1.261 -0.420 -0.887 -0.409
H 1.517 0.361 -1.140 0.468 0.813 -0.493
H 4.157 0.260 -0.957 -0.190 -0.140 -1.037
H 4.142 0.357 -2.810 -0.448 -0.182 0.994
H 2.857 -1.843 -0.902 0.007 0.547 -1.117
H 2.443 -1.723 -2.723 0.466 0.321 0.893
H 4.127 -2.032 -2.163 -1.083 0.465 0.267
H 2.563 -0.258 1.696 -1.207 -0.586 0.297
H 1.466 -2.630 1.803 -0.903 -0.096 0.249
H -2.060 -2.662 3.505 0.780 -0.404 -0.847
H -0.762 -3.852 2.903 -0.801 0.926 -0.179
H -3.300 -3.072 1.529 1.239 0.227 -0.341
H -2.806 -5.281 0.951 1.002 0.568 -0.186
H -1.874 -4.591 -0.448 -0.137 0.045 1.152
H -0.980 -5.028 1.078 -1.068 0.326 -0.497
```
Forces are in eV/Å.

Its SMILES is C=Cn1c(CCCCCCCCCCC)c[nH+]c1C[C@H](C)I. Its charge is +1. As for the energy: -31325.83077 eV. The calculation puts the HOMO energy at -12.3718 eV. As for the LUMO energy: -3.45 eV.


- The lowest LUMO belongs to which entry?
  C19H34IN2


- Number 1 is which compound?
  C19H34FNO12P